{
  "formula": "C5H11NOS2",
  "method": "ωB97M-V with the def2-TZVPD basis set",
  "elements": ["C", "C", "C", "C", "C", "N", "O", "S", "S", "H", "H", "H", "H", "H", "H", "H", "H", "H", "H", "H"],
  "xyz": [[-1.100, -0.348, 0.886], [-1.005, -0.261, -0.578], [0.330, -0.356, 1.505], [-0.861, 1.281, -0.954], [1.197, 0.836, 0.975], [2.810, -1.275, -1.120], [3.872, -0.050, 0.738], [0.523, 2.066, -0.042], [2.793, -0.001, -0.224], [-1.597, 0.534, 1.281], [-1.476, -1.432, 1.312], [-0.125, -0.653, -0.935], [-1.973, -0.519, -1.052], [0.284, -0.277, 2.527], [1.051, -1.213, 1.297], [-0.614, 1.428, -2.052], [-1.730, 1.831, -0.747], [1.916, 1.070, 1.712], [2.264, -1.255, -1.974], [2.622, 1.458, -1.231]],
  "forces_ev_per_a": [[1.40, -3.69, 2.80], [-2.72, 3.55, -0.90], [1.50, 0.70, -3.23], [1.87, -1.64, -1.11], [-0.59, -2.52, -1.55], [-0.28, 1.09, 1.26], [0.06, 0.30, 0.02], [0.20, 0.73, 0.39], [-0.69, 0.96, -2.08], [-0.56, -0.39, 0.39], [0.01, 2.90, -1.25], [1.55, -1.89, -1.16], [0.92, -0.56, -0.12], [-0.22, 0.27, 2.56], [-1.70, 0.26, 0.07], [-0.31, -0.33, 1.30], [-1.22, 0.68, 0.46], [0.63, 1.25, 0.59], [-0.16, 0.39, 0.07], [0.32, -2.06, 1.50]],
  "lowdin_charge": [-0.2264, -0.2342, -0.2279, -0.4113, -0.6063, -0.2728, -0.4364, 0.8782, 0.6202, 0.1085, 0.1714, 0.0615, 0.1273, 0.0713, 0.1252, 0.0949, 0.0442, 0.0478, -0.0106, 0.0753],
  "e_lumo_ev": 0.32,
  "gap_ev": 9.02,
  "e_above_lowest_ev": 5.459,
  "max_force_ha_per_bohr": 0.0940
}

{
  "formula": "C6H11N3O2S",
  "method": "ωB97M-V with the def2-TZVPD basis set",
  "elements": ["C", "C", "C", "C", "C", "C", "N", "N", "N", "O", "O", "S", "H", "H", "H", "H", "H", "H", "H", "H", "H", "H", "H"],
  "xyz": [[0.901, 0.985, 0.566], [0.194, -1.264, 0.119], [1.463, -1.891, 0.731], [-1.746, 1.674, -1.195], [-2.282, 0.629, -0.224], [-1.378, 0.470, 1.003], [-0.021, 0.098, 0.627], [2.520, -0.929, 0.721], [2.947, -0.571, -0.422], [3.604, 0.520, -0.403], [2.661, -1.119, -1.483], [2.095, 1.921, 0.349], [0.321, -1.226, -0.968], [-0.683, -1.864, 0.360], [1.298, -2.157, 1.777], [1.707, -2.792, 0.154], [-0.794, 1.362, -1.620], [-2.447, 1.820, -2.012], [-1.600, 2.626, -0.691], [-2.384, -0.330, -0.735], [-3.272, 0.926, 0.127], [-1.330, 1.415, 1.549], [-1.774, -0.302, 1.669]],
  "forces_ev_per_a": [[0.97, 0.71, -0.13], [0.42, -0.75, -0.27], [-0.21, -0.19, -0.52], [-0.13, -0.18, 0.09], [0.22, 0.13, 0.07], [-0.76, 0.21, -0.04], [0.19, 0.17, 0.19], [0.08, 0.09, 1.27], [-0.12, 0.07, 0.41], [0.90, 0.37, -0.39], [-0.27, -0.38, -0.93], [-1.15, -0.43, 0.17], [-0.12, 0.06, 0.17], [-0.04, 0.10, -0.01], [-0.02, -0.01, -0.10], [-0.13, 0.00, 0.08], [0.10, 0.03, -0.08], [-0.02, 0.05, -0.11], [0.03, 0.15, 0.01], [-0.08, -0.05, 0.04], [-0.03, -0.10, 0.04], [0.04, -0.11, 0.00], [0.11, 0.07, 0.02]],
  "lowdin_charge": [-0.5728, -0.1158, -0.1879, -0.0953, -0.2275, -0.1567, -0.1287, 0.0181, -0.5468, -0.2321, -0.0017, 1.0687, 0.1230, 0.1238, 0.1133, 0.1209, 0.0699, 0.0750, 0.0781, 0.1053, 0.1116, 0.1302, 0.1273],
  "e_lumo_ev": 0.02,
  "gap_ev": 8.94,
  "e_above_lowest_ev": 6.545,
  "max_force_ha_per_bohr": 0.0249
}

{
  "formula": "C5H10NO",
  "method": "ωB97M-V with the def2-TZVPD basis set",
  "elements": ["C", "C", "C", "C", "C", "N", "O", "H", "H", "H", "H", "H", "H", "H", "H", "H", "H"],
  "xyz": [[-2.409, -1.856, 0.057], [1.668, 0.263, 0.075], [0.355, -0.201, -0.055], [2.884, -0.657, 0.079], [-1.629, 2.548, -0.268], [-0.732, 0.581, 0.142], [-0.546, 1.880, -0.180], [-2.336, -0.903, -0.365], [-1.710, -2.106, 0.802], [1.844, 1.338, 0.144], [0.248, -1.310, 0.070], [2.731, -1.371, -0.681], [3.774, -0.099, -0.088], [3.130, -1.099, 1.060], [-2.554, 1.926, -0.117], [-1.636, 3.612, -0.272], [-3.081, -2.545, -0.403]],
  "forces_ev_per_a": [[-0.53, -0.42, -0.50], [0.70, -0.29, -0.40], [0.93, 0.52, 1.66], [-1.06, 1.41, 1.13], [-0.60, -2.61, 1.23], [-0.23, -2.89, -0.67], [0.09, 2.57, -0.30], [-0.10, 1.06, -0.48], [0.42, -0.56, 0.83], [-0.08, -0.23, 0.07], [-0.66, 1.27, -0.35], [0.09, -1.25, -0.67], [0.60, 0.63, -0.63], [-0.76, -0.21, -0.21], [0.77, 0.80, -0.33], [0.57, 0.69, -0.51], [-0.16, -0.49, 0.13]],
  "lowdin_spin": [0.8001, 0.3634, 0.0828, 0.0567, 0.1840, 0.2947, -0.0282, 0.0647, 0.0604, 0.0138, 0.0070, 0.0082, 0.0034, 0.0200, 0.0035, 0.0081, 0.0572],
  "spin_multiplicity": 3,
  "e_lumo_ev": [-6.39, -6.70],
  "s_squared": 2.036,
  "gap_ev": [5.53, 8.90],
  "e_above_lowest_ev": 4.068,
  "total_charge": 1,
  "max_force_ha_per_bohr": 0.0579
}

{
  "formula": "C3H4O2",
  "method": "ωB97M-V with the def2-TZVPD basis set",
  "elements": ["O", "C", "C", "C", "O", "H", "H", "H", "H"],
  "xyz": [[-0.042, -0.074, -1.299], [-1.336, -0.001, -1.306], [-0.194, -0.472, 0.118], [0.947, 0.133, 0.837], [-0.395, 0.465, 1.201], [-1.495, 1.018, -1.749], [-0.497, -1.501, 0.258], [1.475, -0.502, 1.550], [1.537, 0.934, 0.390]],
  "forces_ev_per_a": [[0.32, -0.82, 1.65], [-2.08, 1.63, -1.41], [3.17, 0.05, 0.95], [0.20, -0.64, 0.76], [-0.38, -0.40, -1.53], [-0.74, -0.17, -0.30], [-0.14, 0.28, -0.10], [-0.09, 0.28, -0.01], [-0.25, -0.21, -0.02]],
  "lowdin_charge": [-0.0551, 0.0548, -0.3388, -0.0894, -0.0030, 0.0444, 0.1524, 0.1143, 0.1204],
  "e_lumo_ev": 0.38,
  "gap_ev": 8.94,
  "e_above_lowest_ev": 6.218,
  "max_force_ha_per_bohr": 0.0643
}

{
  "formula": "C7H19BrNO3",
  "method": "ωB97M-V with the def2-TZVPD basis set",
  "elements": ["Br", "C", "O", "C", "C", "N", "C", "C", "O", "C", "H", "H", "H", "H", "H", "H", "H", "H", "H", "H", "H", "H", "H", "H", "H", "C", "O", "H", "H", "H", "H"],
  "xyz": [[4.836, -18.506, 5.449], [8.981, -21.107, 7.198], [7.952, -21.617, 6.399], [8.138, -21.337, 5.044], [7.280, -22.220, 4.180], [5.894, -21.718, 4.170], [5.071, -22.411, 3.193], [3.778, -21.693, 2.947], [3.061, -21.545, 4.156], [2.014, -20.636, 4.043], [9.914, -21.634, 6.945], [8.846, -21.358, 8.249], [9.090, -20.032, 7.066], [9.189, -21.426, 4.729], [7.886, -20.295, 4.807], [7.289, -23.280, 4.448], [7.657, -22.184, 3.140], [5.984, -20.732, 3.936], [4.881, -23.419, 3.571], [5.609, -22.549, 2.237], [3.158, -22.317, 2.274], [3.775, -20.727, 2.427], [2.382, -19.599, 4.044], [1.397, -20.641, 4.945], [1.377, -20.846, 3.174], [6.131, -16.007, 8.363], [6.602, -17.326, 8.394], [6.329, -15.558, 9.337], [6.672, -15.404, 7.622], [5.071, -15.954, 8.107], [6.240, -17.838, 7.654]],
  "forces_ev_per_a": [[0.19, 0.22, 0.05], [0.58, -0.49, -0.13], [-0.18, -0.33, 0.46], [0.24, 0.21, -0.57], [-1.14, 0.17, -0.74], [0.92, -0.39, -0.15], [0.75, 0.47, 0.32], [-1.66, -0.29, -0.15], [0.31, -0.53, 0.14], [-0.33, 0.93, 0.44], [0.23, 0.35, -0.23], [-0.63, 0.18, -0.01], [0.09, 0.17, 0.11], [0.13, -0.35, 0.30], [-0.18, 0.12, 0.24], [0.11, 0.10, 0.38], [0.36, 0.01, 0.04], [-0.63, 0.11, 0.27], [-0.21, 0.01, 0.03], [-0.13, 0.07, -0.18], [0.13, -0.14, -0.04], [0.94, 0.14, 0.20], [0.18, -0.12, -0.50], [0.07, -0.56, -0.01], [-0.02, 0.05, -0.06], [0.14, 0.09, -0.50], [0.29, -0.37, 0.37], [-0.18, -0.03, 0.12], [-0.02, 0.01, -0.06], [-0.08, 0.04, 0.16], [-0.25, 0.17, -0.29]],
  "lowdin_charge": [-0.4736, -0.1259, -0.1673, -0.2604, -0.2190, -0.0570, -0.2330, -0.2504, -0.2027, -0.1730, 0.0791, 0.0828, 0.0910, 0.1142, 0.1162, 0.1176, 0.1054, 0.0369, 0.1184, 0.1077, 0.1138, 0.1206, 0.0355, 0.0835, 0.0780, -0.2131, -0.1740, 0.0634, 0.0670, 0.0671, -0.0486],
  "e_lumo_ev": 3.50,
  "gap_ev": 7.50,
  "e_above_lowest_ev": 0.506,
  "total_charge": -1,
  "max_force_ha_per_bohr": 0.0329
}

What did the third record say?
{
  "formula": "C5H10NO",
  "method": "ωB97M-V with the def2-TZVPD basis set",
  "elements": ["C", "C", "C", "C", "C", "N", "O", "H", "H", "H", "H", "H", "H", "H", "H", "H", "H"],
  "xyz": [[-2.409, -1.856, 0.057], [1.668, 0.263, 0.075], [0.355, -0.201, -0.055], [2.884, -0.657, 0.079], [-1.629, 2.548, -0.268], [-0.732, 0.581, 0.142], [-0.546, 1.880, -0.180], [-2.336, -0.903, -0.365], [-1.710, -2.106, 0.802], [1.844, 1.338, 0.144], [0.248, -1.310, 0.070], [2.731, -1.371, -0.681], [3.774, -0.099, -0.088], [3.130, -1.099, 1.060], [-2.554, 1.926, -0.117], [-1.636, 3.612, -0.272], [-3.081, -2.545, -0.403]],
  "forces_ev_per_a": [[-0.53, -0.42, -0.50], [0.70, -0.29, -0.40], [0.93, 0.52, 1.66], [-1.06, 1.41, 1.13], [-0.60, -2.61, 1.23], [-0.23, -2.89, -0.67], [0.09, 2.57, -0.30], [-0.10, 1.06, -0.48], [0.42, -0.56, 0.83], [-0.08, -0.23, 0.07], [-0.66, 1.27, -0.35], [0.09, -1.25, -0.67], [0.60, 0.63, -0.63], [-0.76, -0.21, -0.21], [0.77, 0.80, -0.33], [0.57, 0.69, -0.51], [-0.16, -0.49, 0.13]],
  "lowdin_spin": [0.8001, 0.3634, 0.0828, 0.0567, 0.1840, 0.2947, -0.0282, 0.0647, 0.0604, 0.0138, 0.0070, 0.0082, 0.0034, 0.0200, 0.0035, 0.0081, 0.0572],
  "spin_multiplicity": 3,
  "e_lumo_ev": [-6.39, -6.70],
  "s_squared": 2.036,
  "gap_ev": [5.53, 8.90],
  "e_above_lowest_ev": 4.068,
  "total_charge": 1,
  "max_force_ha_per_bohr": 0.0579
}